Record 1
ORCA calculation (ωB97M-V with the def2-TZVPD basis set) on a structure of composition C58H42BrN3O20S2 at a distorted geometry.

Computed properties:
Gap between HOMO and LUMO, Ha: 0.2432
Molar mass, u: 1245.0
E_LUMO, Eh: -0.0797

Element x y z (Å)
N: 0.1748 1.1130 -0.6641
C: 0.5314 2.4878 -0.9109
C: 1.3938 2.9009 -2.1213
C: 1.9347 1.8135 -3.0854
S: 3.2094 0.7620 -2.2287
O: 3.2195 -0.5929 -2.8211
O: 4.5251 1.4085 -2.1708
C: 1.6631 4.3360 -2.3007
Br: 2.7004 4.9849 -3.8263
C: 1.1291 5.3655 -1.3425
N: 1.2519 6.7479 -1.3687
S: 0.4786 7.3409 -0.0081
N: -0.1226 5.9573 0.7548
C: 0.3131 4.9735 -0.1149
C: 0.0461 3.5032 0.0358
C: -0.7885 2.9535 1.2721
C: 0.2835 2.1450 2.1562
O: 0.1413 2.3810 3.5754
C: 1.2586 1.7280 4.1502
O: 1.2718 1.3800 5.3117
H: -0.7590 0.8967 -1.0591
H: 0.8101 0.4507 -1.1138
H: 1.1523 1.1004 -3.4594
H: 2.4836 2.3187 -3.9283
H: 2.8076 0.5764 -0.8999
H: -1.2843 3.7830 1.8420
H: -1.5643 2.2537 0.8527
H: 0.1965 1.0636 1.8546
H: 1.3176 2.4673 1.8261
H: 2.2067 1.4972 3.5341
C: -2.2791 4.5117 -2.3235
C: -3.0631 5.5725 -2.5100
C: -3.5162 5.9639 -3.8638
O: -4.2289 6.9310 -4.0354
C: -3.0656 5.1298 -5.0013
C: -2.2817 4.0695 -4.8139
C: -1.8290 3.6790 -3.4603
O: -1.1137 2.7083 -3.2909
H: -1.9383 4.2116 -1.3417
H: -3.4021 6.1922 -1.6890
H: -3.4069 5.4297 -5.9841
H: -1.9424 3.4495 -5.6344
C: -0.8428 -3.2781 -2.6260
C: -1.1799 -2.1898 -1.9388
C: -2.4299 -1.4538 -2.2279
O: -2.7354 -0.4561 -1.5985
C: -3.2938 -1.9746 -3.3100
C: -2.9586 -3.0647 -3.9998
C: -1.7062 -3.8006 -3.7093
O: -1.3984 -4.7954 -4.3349
H: 0.0694 -3.8273 -2.4269
H: -0.5597 -1.7948 -1.1423
H: -4.2042 -1.4250 -3.5076
H: -3.5774 -3.4587 -4.7941
C: -7.6831 -5.5749 -2.3751
C: -6.9077 -5.0788 -3.3375
C: -6.4904 -3.6590 -3.3312
O: -5.7840 -3.2053 -4.2105
C: -6.9657 -2.8119 -2.2142
C: -7.7411 -3.3077 -1.2517
C: -8.1587 -4.7280 -1.2580
O: -8.8642 -5.1815 -0.3794
H: -7.9989 -6.6105 -2.3637
H: -6.5503 -5.6839 -4.1613
H: -6.6499 -1.7761 -2.2254
H: -8.0984 -2.7023 -0.4279
C: 5.1646 -3.2760 0.0488
C: 4.0942 -2.4955 -0.0676
C: 3.2730 -2.1391 1.1069
O: 2.2921 -1.4240 0.9971
C: 3.6849 -2.6824 2.4204
C: 4.7561 -3.4648 2.5379
C: 5.5791 -3.8209 1.3586
O: 6.5584 -4.5340 1.4646
H: 5.7768 -3.5467 -0.8022
H: 3.7758 -2.0876 -1.0196
H: 3.0712 -2.4099 3.2703
H: 5.0729 -3.8726 3.4897
C: 6.3432 3.3474 3.7981
C: 5.0603 3.0116 3.6770
C: 4.5849 2.2083 2.5330
O: 3.4082 1.8996 2.4174
C: 5.5853 1.7885 1.5268
C: 6.8681 2.1233 1.6463
C: 7.3464 2.9287 2.7931
O: 8.5158 3.2333 2.9046
H: 6.7092 3.9363 4.6288
H: 4.3144 3.3093 4.4032
H: 5.2171 1.1995 0.6953
H: 7.6135 1.8257 0.9195
C: 2.9609 7.9028 2.6562
C: 3.6272 6.8187 3.0479
C: 4.4059 6.8116 4.3079
O: 5.0163 5.8244 4.6673
C: 4.4140 8.0528 5.1139
C: 3.7476 9.1365 4.7217
C: 2.9691 9.1444 3.4632
O: 2.3593 10.1313 3.1055
H: 2.3860 7.9298 1.7396
H: 3.6313 5.9018 2.4708
H: 4.9880 8.0280 6.0316
H: 3.7430 10.0528 5.2985
C: -8.0076 -5.6292 5.5258
C: -8.7981 -4.5699 5.3613
C: -9.2657 -4.1625 4.0167
O: -9.9849 -3.1953 3.8656
C: -8.8225 -4.9782 2.8635
C: -8.0321 -6.0374 3.0283
C: -7.5643 -6.4451 4.3721
O: -6.8450 -7.4121 4.5235
H: -7.6553 -5.9415 6.5009
H: -9.1321 -3.9630 6.1936
H: -9.1740 -4.6671 1.8881
H: -7.6983 -6.6441 2.1957
C: 4.9438 -7.6157 -2.1655
C: 4.6277 -6.5102 -1.4933
C: 3.3980 -5.7470 -1.8061
O: 3.1096 -4.7355 -1.1936
C: 2.5332 -6.2604 -2.8928
C: 2.8492 -7.3658 -3.5649
C: 4.0788 -8.1293 -3.2524
O: 4.3666 -9.1378 -3.8630
H: 5.8388 -8.1860 -1.9512
H: 5.2492 -6.1220 -0.6952
H: 1.6377 -5.6903 -3.1077
H: 2.2286 -7.7545 -4.3625

Record 2
ORCA calculation (ωB97M-V with the def2-TZVPD basis set) on a structure of composition C39H67Be2BrClF5KN4O5PS at a distorted geometry.

Computed properties:
Gap between HOMO and LUMO, Ha: 0.0302
Molar mass, u: 1002.5
Net charge: +2
E_LUMO, Eh: -0.3415

Element x y z (Å)
C: -5.0999 4.6646 -0.1830
C: -4.4868 3.4498 -1.0255
C: -2.9769 3.7790 -1.2621
C: -2.1725 3.0127 -2.3617
N: -1.8861 1.5267 -2.3172
P: -3.2852 0.7060 -3.0446
O: -4.6253 0.5053 -2.1286
O: -3.0195 -0.8181 -3.6487
S: -4.1167 1.5228 -4.6690
C: -0.6654 1.3844 -3.2435
N: -0.9260 1.5816 -4.6789
C: 0.3603 1.9099 -5.4044
C: -0.0935 2.3566 -6.8728
C: 0.9610 1.7272 -7.8842
C: 0.1351 0.0316 -3.1164
O: -0.5173 -0.9865 -2.3887
C: -0.9259 -0.5774 -1.0358
C: 0.2825 -1.0482 -0.1574
N: 0.0039 -2.1177 0.8980
C: -2.1138 -1.6160 -0.7648
C: -1.9653 -3.0038 -1.4415
C: -0.7786 -3.8382 -1.5842
C: -0.7687 -5.1537 -2.2431
C: -1.9931 -5.7167 -2.7970
C: -2.0564 -7.0825 -3.5319
C: -3.2247 -4.9180 -2.6382
C: -3.1979 -3.6145 -1.9908
C: -1.3796 1.0009 -0.9639
C: -2.4301 0.9913 0.2031
C: -0.1380 1.9191 -0.3773
C: -0.1123 2.3403 1.1527
C: -0.2507 3.8023 1.4732
C: -0.2524 4.3726 2.8270
C: -0.0868 3.5383 4.0552
C: 0.0768 2.1224 3.8478
C: 0.2490 1.1166 5.1480
C: 0.0663 1.5468 2.3737
H: -4.3596 5.0535 0.5753
H: -5.4372 5.4817 -0.8672
H: -5.9651 4.2854 0.4309
H: -4.6176 2.5522 -0.3551
H: -5.0748 3.3242 -1.9711
H: -2.3500 3.8060 -0.3227
H: -2.9667 4.8649 -1.5902
H: -2.6504 3.3415 -3.3328
H: -1.2430 3.6527 -2.4526
H: -5.3288 1.1489 -2.3471
H: -2.4209 -0.6338 -4.4161
H: 0.1376 2.1643 -3.0292
H: -1.4794 2.4136 -4.8988
H: 0.8929 2.7828 -4.9403
H: 1.0045 1.0119 -5.5568
H: -0.1956 3.4650 -6.9755
H: -1.0778 1.8773 -7.1487
H: 0.8485 0.6076 -7.7619
H: 0.7074 1.9298 -8.9570
H: 2.0197 1.9637 -7.6212
H: 0.4140 -0.4307 -4.1119
H: 1.1581 0.2299 -2.6023
H: 0.8897 -0.3033 0.4086
H: 1.0628 -1.5738 -0.7932
H: 0.6854 -2.8802 0.8115
H: 0.1758 -1.7438 1.8268
H: -2.3757 -1.6971 0.3307
H: -3.1067 -1.2338 -1.1593
H: 0.1982 -3.4642 -1.2101
H: 0.1750 -5.7358 -2.3512
H: -3.0940 -7.3483 -3.8624
H: -1.6090 -7.9307 -2.9575
H: -1.4542 -6.9738 -4.4832
H: -4.2075 -5.3080 -3.0140
H: -4.1683 -3.0570 -1.9084
H: -2.6768 1.9722 0.6768
H: -2.0026 0.3820 1.0295
H: -3.4257 0.5223 0.0209
H: 0.0022 2.8899 -0.9294
H: 0.8825 1.4695 -0.6316
H: -0.3725 4.5318 0.6297
H: -0.3880 5.4695 3.0020
H: -0.1128 3.9401 5.0909
H: 1.0729 1.4104 5.8407
H: 0.3152 0.0209 4.8330
H: -0.7192 1.2056 5.7253
H: 0.1695 0.4219 2.2735
C: 1.5362 2.4525 9.2073
C: 2.1093 1.5552 10.2955
N: 1.9276 0.1252 10.0462
C: 2.2405 -0.6926 11.1802
C: 3.6858 -0.7342 11.6690
C: 2.4233 -0.3722 8.7665
C: 3.9110 -0.1848 8.4615
H: 0.4722 2.2593 9.0550
H: 1.6501 3.4980 9.4972
H: 2.0557 2.3242 8.2548
H: 1.5946 1.8129 11.2262
H: 3.1655 1.8080 10.4422
H: 1.9239 -1.7535 10.9873
H: 1.6117 -0.3583 12.0111
H: 4.3164 -1.3509 11.0301
H: 3.6857 -1.1980 12.6738
H: 4.1378 0.2577 11.7518
H: 1.8477 0.1067 7.9665
H: 2.1779 -1.4340 8.6711
H: 4.2748 0.8059 8.7385
H: 4.0815 -0.3029 7.3891
H: 4.5234 -0.9336 8.9620
F: 2.1024 2.1122 -1.8437
K: -0.5404 -0.7173 3.1689
C: 3.5954 -4.5876 -9.0810
C: 3.7189 -4.2117 -7.6189
O: 4.4174 -2.9621 -7.4689
C: 3.6892 -1.8581 -7.6451
O: 2.5207 -1.8443 -7.9175
C: 4.5464 -0.6142 -7.4067
F: 5.7460 -0.6956 -8.0013
F: 4.7809 -0.4172 -6.0933
F: 3.9629 0.5019 -7.8681
H: 4.5774 -4.5991 -9.5579
H: 3.1382 -5.5717 -9.1880
H: 2.9860 -3.8629 -9.6237
H: 4.3103 -4.9625 -7.0939
H: 2.7438 -4.1704 -7.1296
Br: 2.0478 -3.2448 12.3518
Be: 4.9944 -1.7788 13.8524
F: -5.4747 -6.5650 -2.2317
Cl: -3.9336 2.9547 -6.4751
Be: 2.1966 -0.8926 -2.5827

Record 3
ORCA calculation (ωB97M-V with the def2-TZVPD basis set) on a structure of composition C18H36O23PV at a distorted geometry.

Computed properties:
Gap between HOMO and LUMO (alpha / beta), Ha: 0.2366 / 0.2383
Molar mass, u: 702.4
Net charge: -1
Multiplicity: 2
E_LUMO (alpha / beta), Eh: 0.0822 / 0.0822

Element x y z (Å)
O: -12.7555 4.9280 -4.4629
V: -11.1958 5.0910 -4.5769
P: -9.4987 4.6768 -2.9385
O: -8.5303 4.9965 -1.8028
O: -10.8510 3.9625 -2.8103
O: -9.0902 4.6474 -4.4301
O: -10.1370 6.1209 -3.0034
C: -13.2910 4.7577 -9.0665
O: -13.5200 5.0438 -7.7123
C: -14.8048 5.0739 -7.3186
O: -15.7492 4.7868 -8.0167
O: -14.8590 5.3770 -6.0376
C: -16.1484 5.6706 -5.4859
H: -13.8630 5.4223 -9.7234
H: -13.6831 3.7971 -9.4124
H: -12.2362 4.8253 -9.3167
H: -16.7675 4.8081 -5.2592
H: -16.6317 6.3839 -6.1569
H: -15.9385 6.2625 -4.5986
C: -11.4696 7.8150 -8.3004
O: -10.2593 7.1187 -8.4041
C: -10.0495 6.0590 -7.6423
O: -10.7211 5.6870 -6.7284
O: -8.9344 5.4674 -8.0815
C: -8.6565 4.2184 -7.4340
H: -12.1631 7.4195 -9.0461
H: -11.3204 8.8865 -8.4344
H: -11.9528 7.7461 -7.3220
H: -9.4077 3.4616 -7.6445
H: -8.4828 4.3147 -6.3586
H: -7.6514 3.9933 -7.7967
C: -16.9572 4.6476 -1.0263
O: -15.8462 5.1966 -0.3265
C: -14.8282 5.6425 -1.0672
O: -14.8320 5.7536 -2.2587
O: -13.8199 5.9897 -0.2732
C: -12.6543 6.6086 -0.8176
H: -17.0988 5.2141 -1.9460
H: -17.8506 4.6603 -0.4083
H: -16.7471 3.6073 -1.2760
H: -11.7708 6.2929 -0.2694
H: -12.7817 7.6703 -0.5761
H: -12.5856 6.4101 -1.8834
C: -12.5921 1.7922 -7.8251
O: -11.8939 1.1317 -6.8084
C: -11.3629 1.8337 -5.8347
O: -11.3238 3.0575 -5.8070
O: -10.8316 1.0067 -4.9760
C: -9.9817 1.5164 -3.9324
H: -11.9926 2.5525 -8.3176
H: -13.5701 2.1836 -7.5475
H: -12.8678 1.1058 -8.6300
H: -9.1835 0.8075 -3.7140
H: -10.5646 1.7087 -3.0383
H: -9.4914 2.4078 -4.3237
C: -16.5587 1.4523 -6.9190
O: -16.5440 1.7445 -5.5252
C: -15.4465 1.5145 -4.8328
O: -14.5584 0.7694 -5.1686
O: -15.5533 2.1777 -3.6885
C: -14.4179 2.3088 -2.8135
H: -16.6986 0.3770 -7.0390
H: -15.6243 1.7592 -7.3808
H: -17.4025 1.9592 -7.3768
H: -13.7401 3.0658 -3.1871
H: -13.9417 1.3298 -2.7301
H: -14.8305 2.5169 -1.8297
C: -14.0736 8.8272 -4.0829
O: -12.8479 9.4533 -4.4933
C: -11.8249 8.6665 -4.7647
O: -11.8326 7.4689 -4.7866
O: -10.8174 9.4225 -5.1865
C: -9.5414 8.7628 -5.3030
H: -14.3733 7.9126 -4.5910
H: -14.8710 9.5571 -4.1908
H: -13.8832 8.5831 -3.0377
H: -9.4289 8.3065 -6.2899
H: -9.3026 8.0297 -4.5347
H: -8.8534 9.6039 -5.3810

Record 4
ORCA calculation (ωB97M-V with the def2-TZVPD basis set) on the molecule C17H19F3N2O2.

Computed properties:
Gap between HOMO and LUMO, Ha: 0.3326
ΔE to the lowest compared entry with this formula, charge and spin, kcal per mole: 61.18
Molar mass, u: 340.3
SMILES: CN(C)[C@@H](CNC(=O)Cc1cccc(C(F)(F)F)c1)c1ccco1
E_LUMO, Eh: 0.0211

Element x y z (Å)
C: 2.7762 -3.3590 0.4534
N: 3.1402 -1.9677 0.2999
C: 3.8038 -1.4649 1.4868
H: 4.7764 -1.9516 1.5666
H: 3.9559 -0.3934 1.3983
H: 3.2419 -1.6685 2.4095
C: 2.0687 -1.1312 -0.2045
C: 2.6271 0.0363 -0.9676
C: 3.8915 0.5149 -1.1362
C: 3.7811 1.6399 -1.9913
C: 2.4616 1.7591 -2.2838
O: 1.7530 0.7884 -1.6774
H: 1.9165 2.4600 -2.8840
H: 4.5781 2.2670 -2.3337
H: 4.7917 0.1119 -0.7234
H: 1.4923 -1.7360 -0.9188
C: 1.0726 -0.6368 0.8857
N: -0.0113 0.1213 0.3200
C: -0.0581 1.4690 0.4058
O: 0.6731 2.1235 1.1128
C: -1.1759 2.0899 -0.4404
C: -2.5029 1.5936 0.0424
C: -3.1851 0.5943 -0.6373
C: -4.3901 0.1116 -0.1424
C: -4.9335 0.6175 1.0280
C: -4.2523 1.6159 1.7053
C: -3.0505 2.0959 1.2202
H: -2.5195 2.8678 1.7566
H: -4.6649 2.0177 2.6177
H: -5.8706 0.2356 1.4013
C: -5.0855 -0.9688 -0.9184
F: -5.5397 -0.5309 -2.1088
F: -4.2587 -1.9970 -1.1995
F: -6.1388 -1.4950 -0.2821
H: -2.7942 0.1906 -1.5608
H: -1.0122 1.8226 -1.4850
H: -1.1038 3.1720 -0.3301
H: -0.5975 -0.3454 -0.3543
H: 1.5817 0.0277 1.5861
H: 0.6715 -1.5014 1.4236
H: 3.6769 -3.9248 0.6877
H: 2.3698 -3.7360 -0.4837
H: 2.0435 -3.5358 1.2559

Record 5
ORCA calculation (ωB97M-V with the def2-TZVPD basis set) on a structure of composition BrClO3P at a distorted geometry.

Computed properties:
Gap between HOMO and LUMO, Ha: 0.2871
ΔE to the lowest compared entry with this formula, charge and spin, kcal per mole: 89.60
Molar mass, u: 194.3
Net charge: -1
E_LUMO, Eh: 0.1184

Element x y z (Å)
O: -0.0453 -0.5575 -1.6460
O: -0.3395 -1.6065 1.3033
O: -0.2430 1.1721 0.2614
P: 0.2208 -0.3391 -0.2213
Cl: -1.9164 1.1673 0.1628
Br: 2.3233 0.1637 0.1398